(1)
Below is a structure of composition C55H46N4O4P2S4Sc at a distorted geometry, with properties calculated with wB97M-V/def2-TZVPD.

```
116
Properties=species:S:1:pos:R:3
Sc -1.118 0.126 -0.374
O -7.001 -2.702 -2.716
C -5.982 -2.212 -2.310
S -5.111 -0.904 -3.131
C -3.787 -0.769 -1.985
C -3.814 -1.590 -0.924
S -2.639 -1.708 0.379
S -5.168 -2.703 -0.814
S -2.573 0.429 -2.397
O 1.045 0.819 -2.997
C 0.984 2.086 -3.524
C 1.140 2.388 -4.867
C 1.076 3.715 -5.265
C 0.846 4.730 -4.345
C 0.610 4.409 -3.017
C 0.662 3.083 -2.601
P 0.164 2.509 -0.952
C 1.614 2.720 0.122
C 1.535 1.849 1.344
C 2.784 1.789 2.274
C 3.945 2.621 1.822
C 3.916 3.335 0.697
C 2.739 3.356 -0.196
C -0.978 3.856 -0.431
C -2.206 3.951 -1.095
C -3.101 4.965 -0.773
C -2.784 5.882 0.226
C -1.573 5.782 0.898
C -0.671 4.775 0.568
C 1.851 -0.179 -3.503
C 2.988 0.067 -4.265
C 3.721 -1.000 -4.757
C 3.330 -2.306 -4.495
C 2.231 -2.534 -3.687
C 1.493 -1.477 -3.154
P 0.153 -1.825 -1.942
C 1.066 -2.872 -0.737
C 0.349 -3.764 0.066
C 0.987 -4.482 1.068
C 2.346 -4.307 1.297
C 3.062 -3.411 0.519
C 2.429 -2.703 -0.497
C -0.850 -3.028 -2.895
C -1.715 -2.510 -3.859
C -2.481 -3.360 -4.643
C -2.390 -4.734 -4.473
C -1.518 -5.255 -3.531
C -0.746 -4.409 -2.745
H 1.302 1.605 -5.597
H 1.201 3.957 -6.313
H 0.816 5.763 -4.667
H 0.361 5.184 -2.302
H 0.600 2.010 1.879
H 2.555 2.011 3.317
H 4.821 2.646 2.464
H 4.775 3.930 0.409
H 2.823 3.897 -1.132
H -2.461 3.233 -1.865
H -4.036 5.047 -1.317
H -3.468 6.692 0.462
H -1.317 6.503 1.666
H 0.283 4.711 1.081
H 3.305 1.080 -4.470
H 4.603 -0.805 -5.354
H 3.888 -3.140 -4.904
H 1.936 -3.549 -3.445
H -0.712 -3.893 -0.093
H 0.420 -5.179 1.674
H 2.844 -4.870 2.077
H 4.124 -3.274 0.692
H 3.006 -2.014 -1.103
H -1.797 -1.439 -3.988
H -3.157 -2.944 -5.381
H -2.998 -5.397 -5.077
H -1.436 -6.327 -3.400
H -0.064 -4.834 -2.025
O -3.690 1.320 0.322
C -2.904 1.739 1.181
O -1.684 1.407 1.302
C -3.462 2.753 2.184
N -4.762 3.207 1.585
C -5.836 3.093 2.613
C -5.369 1.905 3.443
C -3.846 2.101 3.524
H -2.770 3.583 2.290
H -4.841 2.485 0.819
H -4.689 4.120 1.141
H -6.799 2.951 2.130
H -5.860 4.008 3.200
H -5.611 0.971 2.931
H -5.840 1.889 4.423
H -3.319 1.159 3.663
H -3.585 2.760 4.351
C 2.875 0.246 2.024
C 1.743 0.353 0.975
N 0.546 -0.466 1.113
C 0.425 -1.197 2.149
C 1.400 -1.320 3.243
C 2.520 -0.594 3.202
C 1.004 -2.200 4.358
C 1.705 -3.044 5.128
C 3.104 -3.529 5.112
C 3.406 -4.621 5.924
C 4.707 -5.086 5.932
N 5.660 -4.549 5.171
C 5.270 -3.536 4.403
N 4.058 -2.992 4.345
H 3.836 -0.078 1.615
H 2.106 0.241 -0.048
H -0.500 -1.763 2.239
H 3.199 -0.571 4.045
H -0.063 -2.172 4.571
H 1.118 -3.560 5.881
H 2.642 -5.093 6.528
H 5.008 -5.910 6.571
H 6.025 -3.107 3.750
```

Summary:
**LUMO energy**: -2.62 eV
**Largest force on an atom**: 1.02 eV/A
**Calculated total energy**: -154549.656 eV
**Relative energy (zero: lowest compared OMol25 entry of this formula, charge and spin)**: 30.2 kcal/mol
**Total charge**: +1
**HOMO level**: -8.66 eV
**Kohn-Sham gap**: 0.222 hartree

Atomic partial charges in e from the Löwdin method, atoms 1 to 5: 0.4770 -0.0539 -1.0117 0.9607 -1.1241

(2)
Below is a structure of composition C55H47GeP2RuSeSi at a distorted geometry, with properties calculated with wB97M-V/def2-TZVPD.

```
108
Properties=species:S:1:pos:R:3
Ru -0.084 0.207 -0.178
C -2.210 1.181 2.503
Si -0.794 0.018 2.149
C -1.224 -1.828 2.435
C -1.071 -2.573 3.569
C -1.529 -3.918 3.640
C -2.305 -4.478 2.638
C -2.443 -3.740 1.467
C -1.875 -2.469 1.379
P -1.881 -1.418 -0.157
C -2.067 -2.733 -1.445
C -1.360 -3.884 -1.305
C -1.376 -4.876 -2.270
C -2.227 -4.686 -3.366
C -2.972 -3.497 -3.451
C -2.897 -2.490 -2.509
C -3.499 -0.724 -0.130
C -4.492 -1.170 0.802
C -5.756 -0.572 0.766
C -5.996 0.559 -0.034
C -4.986 0.985 -0.838
C -3.747 0.371 -0.883
C 0.652 0.634 3.100
C 0.501 1.256 4.338
C 1.603 1.972 4.894
C 2.805 1.933 4.234
C 2.996 1.234 3.056
C 1.926 0.595 2.496
P 1.954 -0.416 0.981
C 3.540 -0.199 0.199
C 4.336 -1.298 -0.035
C 5.519 -1.062 -0.692
C 5.883 0.147 -1.153
C 5.129 1.260 -0.896
C 3.901 1.096 -0.261
C 1.956 -2.191 1.526
C 1.273 -3.108 0.762
C 1.067 -4.427 1.159
C 1.682 -4.834 2.307
C 2.368 -3.905 3.095
C 2.542 -2.615 2.717
H -1.935 2.160 2.688
H -2.630 0.949 3.506
H -2.989 1.090 1.724
H -0.750 -2.082 4.506
H -1.441 -4.365 4.614
H -2.821 -5.391 2.837
H -2.966 -4.164 0.619
H -0.728 -4.113 -0.443
H -0.799 -5.758 -2.086
H -2.298 -5.456 -4.117
H -3.658 -3.306 -4.265
H -3.595 -1.597 -2.624
H -4.227 -1.922 1.508
H -6.447 -0.983 1.539
H -6.971 0.964 -0.067
H -5.142 1.878 -1.433
H -2.866 0.781 -1.454
H -0.473 1.337 4.775
H 1.344 2.585 5.778
H 3.625 2.435 4.678
H 4.056 1.149 2.667
H 4.170 -2.289 0.268
H 6.090 -1.988 -0.943
H 6.750 0.220 -1.733
H 5.405 2.230 -1.373
H 3.244 1.971 -0.065
H 1.041 -2.833 -0.237
H 0.623 -5.092 0.388
H 1.629 -5.856 2.611
H 2.769 -4.180 4.068
H 3.111 -1.963 3.404
Se 0.543 -1.126 -2.387
C -0.378 -0.267 -3.781
C -0.099 -0.771 -5.061
C -0.704 -0.114 -6.073
C -1.608 0.954 -5.875
C -1.923 1.397 -4.637
C -1.259 0.786 -3.546
H 0.555 -1.617 -5.182
H -0.500 -0.349 -7.146
H -2.148 1.337 -6.717
H -2.647 2.127 -4.388
H -1.389 1.206 -2.537
Ge -0.205 2.656 -0.736
C -0.027 3.859 0.751
C 1.148 4.021 1.553
C 1.019 4.735 2.728
C -0.099 5.491 3.090
C -1.246 5.388 2.284
C -1.173 4.569 1.176
C 1.270 3.065 -1.988
C 1.567 4.385 -2.235
C 2.697 4.745 -2.978
C 3.387 3.703 -3.628
C 3.080 2.383 -3.392
C 2.077 2.054 -2.546
H -1.547 2.750 -1.474
H 2.061 3.491 1.273
H 1.856 4.678 3.457
H -0.070 5.995 4.030
H -2.140 5.961 2.498
H -2.066 4.374 0.611
H 1.099 5.190 -1.653
H 3.067 5.788 -3.105
H 4.255 3.817 -4.270
H 3.619 1.551 -3.867
H 1.958 1.041 -2.196
```

Summary:
**LUMO energy (spin up / spin down)**: -5.54 / -9.94 eV
**Largest force on an atom**: 3.95 eV/A
**Calculated total energy**: -208679.088 eV
**Multiplicity**: 6
**Relative energy (zero: lowest compared OMol25 entry of this formula, charge and spin)**: 43.2 kcal/mol
**Total charge**: +2
**HOMO level (spin up / spin down)**: -12.10 / -13.24 eV
**Kohn-Sham gap (spin up / spin down)**: 0.241 / 0.121 hartree
**<S²>**: 8.80

Atomic partial charges in e from the Löwdin method, atoms 1 to 5: 0.3358 -0.1623 0.5543 -0.2981 -0.0734

(3)
Below is a structure of composition C55H47LaN7O2P2S at a distorted geometry, with properties calculated with wB97M-V/def2-TZVPD.

```
115
Properties=species:S:1:pos:R:3
La 0.561 0.487 -0.389
N 0.307 2.344 3.052
C -0.963 2.093 2.662
C -1.986 2.358 3.611
C -3.293 2.133 3.287
C -3.600 1.636 2.017
C -2.551 1.415 1.157
N -1.260 1.646 1.434
C 1.580 2.260 2.423
C 2.527 3.092 2.964
C 3.865 3.020 2.441
C 4.142 2.206 1.418
C 3.065 1.410 0.771
N 1.781 1.349 1.468
H 0.375 2.771 3.957
H -1.709 2.737 4.588
H -4.079 2.341 4.002
H -4.615 1.424 1.710
H -2.745 1.032 0.163
H 2.276 3.772 3.769
H 4.644 3.633 2.883
H 5.129 2.132 0.978
H 3.410 0.385 0.579
C 0.206 4.071 -2.879
C -0.601 4.426 -1.632
C 0.282 4.736 -0.423
C -1.668 3.363 -1.289
C -3.020 3.720 -1.912
O -3.506 2.488 -2.445
C -2.491 1.589 -2.380
N -1.433 1.964 -1.762
C -2.840 0.361 -3.146
C -3.490 0.653 -4.360
C -3.935 -0.346 -5.196
C -3.756 -1.669 -4.813
C -3.119 -1.952 -3.621
C -2.630 -0.966 -2.749
P -1.726 -1.490 -1.054
C -3.223 -2.362 -0.387
C -3.723 -3.585 -0.831
C -4.830 -4.167 -0.224
C -5.464 -3.543 0.840
C -4.966 -2.335 1.309
C -3.857 -1.762 0.705
C -0.797 -2.825 -1.938
C -0.701 -4.115 -1.425
C -0.044 -5.117 -2.134
C 0.563 -4.829 -3.343
C 0.512 -3.534 -3.846
C -0.172 -2.548 -3.156
H 0.859 4.902 -3.152
H -0.449 3.850 -3.728
H 0.842 3.207 -2.695
H -1.167 5.339 -1.855
H 0.863 3.866 -0.116
H -0.325 5.075 0.422
H 1.004 5.519 -0.666
H -1.758 3.332 -0.205
H -2.917 4.435 -2.732
H -3.742 4.101 -1.193
H -3.639 1.686 -4.643
H -4.419 -0.098 -6.132
H -4.106 -2.475 -5.448
H -2.963 -2.991 -3.368
H -3.243 -4.114 -1.641
H -5.192 -5.123 -0.584
H -6.334 -3.994 1.302
H -5.434 -1.844 2.154
H -3.454 -0.845 1.109
H -1.142 -4.342 -0.464
H 0.001 -6.120 -1.723
H 1.085 -5.604 -3.891
H 1.017 -3.293 -4.773
H -0.214 -1.548 -3.567
O -0.342 -0.912 1.282
C -0.794 -2.012 0.907
C -0.411 -3.103 1.852
C -1.314 -4.079 2.265
C -0.943 -4.994 3.237
C 0.337 -4.950 3.778
C 1.253 -4.009 3.334
C 0.897 -3.072 2.368
P 2.159 -1.935 1.596
C 2.972 -1.229 3.070
C 2.231 -0.934 4.214
C 2.814 -0.267 5.280
C 4.143 0.128 5.215
C 4.878 -0.128 4.067
C 4.295 -0.793 2.999
C 3.280 -3.343 1.133
C 2.779 -4.129 0.091
C 3.451 -5.257 -0.348
C 4.654 -5.620 0.242
C 5.168 -4.844 1.266
C 4.489 -3.716 1.712
H -2.318 -4.086 1.851
H -1.654 -5.737 3.577
H 0.625 -5.664 4.540
H 2.257 -3.998 3.745
H 1.184 -1.216 4.257
H 2.228 -0.046 6.165
H 4.598 0.652 6.046
H 5.903 0.214 3.990
H 4.865 -0.943 2.090
H 1.849 -3.840 -0.386
H 3.047 -5.835 -1.171
H 5.198 -6.486 -0.113
H 6.116 -5.110 1.720
H 4.910 -3.144 2.527
N 1.840 -1.110 -1.583
C 2.713 -1.752 -2.042
N 3.499 -2.486 -2.698
C 4.650 -3.064 -2.492
N 5.668 -3.620 -2.413
S 2.761 2.059 -0.987
```

Summary:
**LUMO energy**: 2.09 eV
**Largest force on an atom**: 1.66 eV/A
**Calculated total energy**: -102598.824 eV
**Relative energy (zero: lowest compared OMol25 entry of this formula, charge and spin)**: 5.4 kcal/mol
**Total charge**: -1
**HOMO level**: -3.43 eV
**Kohn-Sham gap**: 0.203 hartree

Atomic partial charges in e from the Löwdin method, atoms 1 to 5: 1.6411 0.1323 -0.2921 -0.0139 -0.0782

- Among the records above, which one has the highest largest force on an atom?
  C55H47GeP2RuSeSi

- Look up the relative energy (zero: lowest compared OMol25 entry of this formula, charge and spin) of the third one.
  5.4 kcal/mol